Record 1
The following is a DFT calculation (ωB97M-V/def2-TZVPD) of a 7-piece molecular cluster, C25H70N8O7 overall.

XYZ file:
```
110
Properties=species:S:1:pos:R:3:forces:R:3
C -2.3755 9.1133 18.8900 0.5 -0.4 -1.8
O -1.4573 8.1685 19.4035 0.0 0.0 0.8
C -0.3063 8.0345 18.6004 0.5 1.4 0.2
C 0.6158 6.9508 19.0628 0.7 -3.5 0.8
C -0.1323 5.6331 19.4309 -1.2 0.7 0.1
N 1.5269 7.2581 20.1937 -0.8 1.5 -0.1
H -3.1569 9.3709 19.5932 -0.1 -0.4 0.1
H -2.7184 8.6476 17.9526 -0.9 0.2 0.3
H -1.9394 10.0444 18.4999 0.5 0.0 0.6
H -0.5477 7.9410 17.5366 -0.2 -0.3 0.0
H 0.2399 8.9844 18.7069 0.2 0.0 -0.3
H 1.2945 6.5830 18.2864 -0.2 0.8 -0.6
H 0.5143 4.8547 19.8349 0.3 0.2 -0.2
H -0.7203 5.2020 18.6159 0.3 0.1 -0.2
H -0.8842 5.8640 20.1929 0.1 0.0 0.1
H 1.1128 8.0528 20.6799 0.3 -0.1 0.1
H 1.5356 6.5150 20.8767 -0.1 -0.2 -0.1
C -6.6579 -0.3027 15.7142 0.3 -0.4 -0.6
O -6.9913 0.9889 16.1773 0.3 -0.5 0.4
C -7.9534 1.0211 17.2265 0.0 1.2 -0.8
C -9.3799 0.9300 16.6869 0.0 -0.5 0.2
C -9.7310 2.0721 15.7530 0.3 0.7 -0.6
N -10.3163 0.9277 17.8308 -0.5 -1.2 -0.2
H -6.9920 -1.1193 16.3595 -0.4 0.2 0.0
H -5.5759 -0.4567 15.6471 0.1 0.5 0.1
H -7.0382 -0.4289 14.6987 -0.2 -0.2 0.1
H -7.6746 0.3077 18.0080 -0.3 -0.1 0.0
H -7.8553 2.0497 17.5902 0.0 -0.2 0.5
H -9.4955 0.0168 16.0859 0.2 -0.2 0.2
H -9.1269 2.9790 15.8489 0.1 -0.1 0.4
H -10.7646 2.3867 15.8975 -0.1 -0.2 -0.1
H -9.5730 1.7938 14.7095 -0.2 -0.1 0.0
H -11.2092 0.6385 17.4207 -0.1 0.8 0.0
H -10.1805 0.0653 18.3688 0.6 0.4 0.2
C -5.5970 1.6660 20.4221 0.6 -0.4 0.0
O -4.8167 0.4800 20.2672 -0.4 0.2 -0.7
C -5.5451 -0.7040 20.4815 -0.3 -0.3 0.6
C -4.6910 -1.8919 20.0478 -1.0 -0.8 0.2
C -4.7547 -2.0974 18.5577 1.1 0.9 -1.6
N -5.2427 -3.1254 20.6682 0.6 0.2 0.8
H -5.1059 2.3877 19.7754 -0.1 0.5 0.4
H -5.5779 1.9515 21.4747 -0.1 0.3 0.0
H -6.6306 1.5679 20.0849 0.0 -0.3 0.0
H -5.8482 -0.7641 21.5376 0.4 -0.2 0.1
H -6.5134 -0.7311 19.9619 0.2 0.2 -0.4
H -3.6842 -1.6976 20.4225 0.2 0.0 -0.4
H -5.7377 -2.0566 18.0861 -0.3 -0.2 0.6
H -4.2576 -2.9997 18.1925 -0.1 -0.2 0.4
H -4.2057 -1.3190 18.0083 0.0 0.2 0.3
H -4.9587 -3.9549 20.1580 -0.1 0.2 -0.4
H -4.7373 -3.2486 21.5451 -0.5 0.0 0.2
C -0.2872 -2.0023 19.4094 1.2 -0.1 -0.3
O -0.6175 -0.8703 18.6326 -0.5 -0.4 -0.1
C -0.6970 0.3062 19.3794 -0.1 0.2 0.3
C -1.1078 1.4688 18.5015 -0.1 1.0 -0.1
C -0.0012 2.0895 17.6411 0.0 -0.9 -0.1
N -1.6423 2.5717 19.3347 -0.4 -0.3 0.9
H -0.8203 -2.1478 20.3518 -0.3 0.5 0.0
H 0.7869 -1.9259 19.6167 0.0 -0.2 0.4
H -0.4187 -2.9102 18.8228 -0.2 0.2 -0.2
H -1.4780 0.2174 20.1508 0.1 -0.2 0.0
H 0.2472 0.5398 19.9020 0.0 -0.1 -0.1
H -1.9500 1.1412 17.8850 0.1 -0.1 -0.1
H -0.3376 2.9404 17.0519 -0.1 0.3 0.4
H 0.3760 1.4049 16.8777 0.1 -0.3 0.3
H 0.8058 2.3446 18.3307 0.2 0.3 -0.3
H -2.2694 2.1919 20.0469 -0.3 -0.1 -0.4
H -0.9469 2.9948 19.9471 0.4 0.1 -0.6
C -2.4410 1.1376 14.5740 -0.3 -0.7 -0.3
O -1.5845 0.4107 13.7040 0.4 0.3 0.3
C -0.4972 1.1721 13.2621 1.2 0.6 0.2
C 0.5430 0.2965 12.5799 -0.1 0.4 -0.7
C 1.6299 1.1823 11.9252 0.3 -0.7 0.4
N -0.0785 -0.5845 11.5734 0.0 0.5 -0.4
H -3.0333 0.3882 15.1004 -0.2 0.1 -0.1
H -3.0916 1.7728 13.9677 -0.1 0.3 0.3
H -1.9055 1.7004 15.3418 0.2 0.2 -0.2
H -0.7468 2.0296 12.6178 -0.6 -0.3 -0.4
H 0.0341 1.7032 14.0697 -0.2 -0.3 0.5
H 1.0852 -0.3219 13.2979 -0.5 -0.1 0.3
H 1.7963 2.1271 12.4446 -0.2 0.0 0.0
H 1.4536 1.3757 10.8676 -0.2 0.1 0.0
H 2.5616 0.6225 12.0192 0.1 0.2 -0.3
H -0.0450 -0.0738 10.6930 0.1 -0.2 -0.1
H -1.0783 -0.6328 11.7531 0.1 -0.3 0.3
C -4.7334 5.2308 9.8195 0.3 0.5 0.2
O -5.6469 4.9201 10.8373 0.1 -0.4 0.1
C -5.1662 3.8796 11.6907 -0.4 -0.1 -0.7
C -6.3279 3.3562 12.5382 0.3 0.4 0.5
C -7.4817 2.9223 11.6207 1.1 -0.2 -0.2
N -6.7597 4.2768 13.5920 0.3 0.3 0.6
H -5.2458 5.8106 9.0510 -0.1 -0.2 0.0
H -4.2765 4.3346 9.3858 -0.1 0.0 -0.1
H -3.9237 5.8678 10.2055 0.1 -0.1 0.0
H -4.8038 3.0573 11.0574 0.0 -0.1 -0.1
H -4.3000 4.2284 12.2619 -0.2 0.1 0.4
H -5.8934 2.5323 13.1144 -0.2 -0.4 -0.3
H -8.3098 2.4455 12.1367 -0.1 0.4 0.2
H -7.0899 2.1835 10.9128 0.0 0.0 -0.1
H -7.7440 3.7971 11.0306 -0.5 -0.1 0.1
H -6.1183 4.1325 14.3790 -0.5 -0.1 -0.2
H -6.5932 5.2585 13.3843 -0.3 -0.1 -0.6
N -2.9457 3.8011 16.9715 -0.7 -0.2 -0.5
C -4.1363 3.3200 16.5116 -0.6 0.7 -0.6
N -4.5893 2.2366 17.1761 0.0 -0.6 0.7
O -4.7503 3.8399 15.5685 0.9 -0.5 0.6
H -2.5904 4.5223 16.3689 0.4 0.2 0.5
H -2.5491 3.4412 17.8437 0.4 0.6 -0.3
H -5.4890 1.8047 16.9892 0.1 0.3 -0.4
H -4.1228 2.0055 18.0349 0.0 -0.3 0.0
```
Positions in Å, forces in eV/Å.

## Properties
E_tot ... -1959.12263 hartree
Multiplicity ... 1
M ... 594.88 g/mol
Relative energy (zero: lowest compared OMol25 entry of this formula, charge and spin) ... 197.8 kJ/mol
E_HOMO ... -8.22 eV

=====

Record 2
The following is a DFT calculation (ωB97M-V/def2-TZVPD) of a 10-piece molecular cluster, C25H70O15 overall.

XYZ file:
```
110
Properties=species:S:1:pos:R:3:forces:R:3
C 5.0664 -5.0790 1.7228 -0.8 -0.8 -0.9
C 5.4512 -5.6352 0.3176 1.6 1.1 2.7
C 4.8154 -4.8116 -0.7634 0.1 -0.9 -0.9
O 6.8850 -5.5408 0.3555 1.2 -0.1 -1.1
H 5.6212 -5.6228 2.4874 -0.2 0.1 0.0
H 3.9904 -5.1511 1.8812 -0.1 -0.1 0.3
H 5.3019 -4.0148 1.7373 0.2 0.0 0.1
H 5.4624 -6.7243 0.2730 -1.4 0.0 -0.4
H 5.3584 -4.9891 -1.6917 0.1 0.2 -0.1
H 4.8267 -3.7478 -0.5259 0.0 -0.1 0.0
H 3.8003 -5.1554 -0.9622 -0.2 0.2 0.2
H 7.2412 -4.7193 0.7016 -0.5 0.3 0.0
C 3.3278 3.5594 7.7300 0.4 -1.1 0.1
C 4.1075 2.7582 6.7066 0.0 -1.4 -0.7
C 3.4343 1.4939 6.1971 -0.4 -1.5 0.9
O 4.2020 3.4611 5.5066 0.6 2.2 -1.0
H 3.7211 4.5726 7.8123 -0.4 0.0 -0.2
H 3.4368 3.0892 8.7073 0.1 0.0 0.1
H 2.2753 3.4267 7.4794 -0.1 0.8 0.0
H 5.1224 2.4900 6.9999 0.1 0.2 0.7
H 3.8320 1.1450 5.2441 0.1 0.6 -0.3
H 2.3672 1.6708 6.0627 0.0 -0.1 0.0
H 3.6114 0.5895 6.7793 -0.4 0.1 0.7
H 4.8371 2.9621 4.9877 -0.1 0.3 -0.3
C -7.5152 -1.0144 1.5526 2.7 -1.1 -0.3
C -6.2756 -1.3545 0.5778 -0.1 -1.4 1.7
C -5.4949 -2.7396 0.6694 -0.8 0.7 1.3
O -6.8642 -1.3297 -0.6761 0.2 0.7 -1.7
H -7.9314 -0.0736 1.1923 -0.2 -0.3 0.1
H -7.1793 -0.9298 2.5861 -0.1 0.1 0.1
H -8.1396 -1.9044 1.4738 -0.6 0.4 0.0
H -5.4532 -0.6521 0.7133 -0.5 0.7 -0.5
H -5.2299 -2.9632 1.7028 0.1 0.1 0.2
H -4.5482 -2.7030 0.1304 -0.2 0.2 -0.3
H -6.0836 -3.5959 0.3403 -0.2 0.1 -0.3
H -7.4888 -2.0586 -0.6617 -0.2 0.0 -0.3
C 1.9247 4.7998 -6.3115 0.2 0.8 -2.4
C 3.0491 4.5238 -7.3611 -0.7 1.8 1.4
C 3.8618 5.7369 -7.8167 0.5 -0.3 0.4
O 3.9250 3.6505 -6.7211 0.8 -1.6 -0.8
H 2.3431 4.9239 -5.3127 -0.2 0.1 -0.1
H 1.1143 4.0729 -6.3663 0.3 -0.2 0.3
H 1.5420 5.7185 -6.7561 -0.7 0.4 0.9
H 2.6282 4.3064 -8.3428 -0.2 -1.8 0.3
H 4.5692 5.2977 -8.5200 -0.1 0.3 -0.5
H 4.5344 6.1093 -7.0440 -0.4 0.5 0.4
H 3.2404 6.5110 -8.2669 0.2 0.1 0.0
H 4.1743 4.1375 -5.9323 0.2 -0.2 0.2
C 1.4795 1.4832 -1.2267 0.1 0.2 -0.7
C 0.7992 0.3055 -0.5829 1.6 -1.1 -0.2
C 1.7809 -0.2329 0.4943 -0.8 0.1 0.3
O -0.4172 0.5992 -0.0498 -2.1 0.9 2.0
H 1.7668 2.2515 -0.5088 0.3 -0.3 0.3
H 0.8687 2.0345 -1.9416 -0.2 -0.3 -0.3
H 2.3367 1.0498 -1.7420 0.3 0.6 -0.1
H 0.5517 -0.4873 -1.2888 0.9 -0.2 -0.6
H 1.3376 -0.9327 1.2027 -0.3 -0.2 -0.3
H 2.0879 0.5958 1.1323 0.3 0.2 -0.2
H 2.6491 -0.7245 0.0555 0.0 0.2 -0.1
H -0.9932 0.9512 -0.7324 0.0 0.0 -0.1
O 3.2741 5.9344 -1.0019 1.2 -0.6 -0.6
C 4.6475 6.0778 -1.4171 0.8 -0.6 -0.6
C 5.5920 4.7979 -1.4543 0.4 1.7 2.2
O 5.4170 3.9793 -2.5366 -1.0 -0.7 -1.4
H 3.3009 5.1734 -0.4173 -0.4 -0.1 0.2
H 4.7316 6.4399 -2.4418 -0.7 0.1 -0.2
H 5.0638 6.8954 -0.8285 0.5 -0.4 0.3
H 5.5928 4.2546 -0.5094 -0.9 -0.3 0.4
H 6.6388 5.0996 -1.4182 0.2 1.0 -0.3
H 6.1027 3.3074 -2.5422 0.0 0.0 0.0
O -4.2463 1.4208 -2.5154 0.5 -0.1 -0.7
C -4.0730 1.5447 -3.9469 -0.6 2.1 0.6
C -5.4349 1.4939 -4.6085 1.3 0.0 1.1
O -5.8320 0.1441 -4.4575 -1.0 -0.1 -0.8
H -4.8905 0.7273 -2.3554 0.2 -0.3 0.1
H -3.7815 2.5851 -4.0907 0.6 0.1 0.1
H -3.3006 0.9044 -4.3730 -0.3 -0.4 0.1
H -5.3919 1.9614 -5.5922 -0.2 -1.0 -0.5
H -6.0751 2.1598 -4.0299 -0.2 0.0 0.1
H -6.2491 0.1288 -3.5930 -0.4 -0.5 -0.1
O -3.8644 3.8558 3.5881 0.0 0.9 -0.8
C -4.5374 3.0416 4.4905 -1.1 -1.3 0.4
C -5.3142 3.8245 5.5428 1.7 -0.3 -0.2
O -4.3722 4.7235 6.1036 -0.6 0.4 0.9
H -3.4348 3.2384 2.9915 0.3 0.3 -0.3
H -5.2461 2.3849 3.9860 -0.2 -0.2 -0.3
H -3.7712 2.4040 4.9317 -0.2 -0.1 0.7
H -5.6066 3.1196 6.3211 0.1 0.0 0.1
H -6.2379 4.2919 5.2017 0.2 0.3 -0.4
H -3.8592 5.1433 5.4091 -0.1 -0.1 -0.3
O -0.7024 -4.5152 -2.8665 1.2 0.3 1.0
C -1.9546 -4.3957 -3.4277 -1.4 -1.0 0.7
C -2.8363 -5.5936 -2.9649 0.6 1.0 -3.0
O -2.3733 -6.7267 -3.7477 0.0 -0.6 1.7
H -0.5482 -5.4616 -2.8193 0.4 -0.2 0.0
H -2.4911 -3.5118 -3.0827 0.5 0.5 -0.2
H -1.7834 -4.4376 -4.5033 -0.9 0.3 -0.4
H -3.8569 -5.3537 -3.2631 -0.3 -0.2 0.4
H -2.7370 -5.7252 -1.8875 0.1 -0.5 -0.2
H -2.4587 -6.5770 -4.6921 -0.2 0.4 0.1
O -2.2009 -5.4463 4.3204 0.6 -0.2 -0.3
C -2.1123 -6.4629 3.2977 -0.3 0.3 0.1
C -0.6913 -6.4959 2.7139 -0.1 -0.3 0.0
O 0.1658 -7.3287 3.4970 -0.4 0.5 0.2
H -3.1248 -5.2586 4.5014 0.0 -0.1 0.0
H -2.3404 -7.4286 3.7489 0.2 -0.2 0.0
H -2.9094 -6.2715 2.5793 0.3 0.0 -0.5
H -0.3104 -5.4774 2.6389 0.0 0.2 0.2
H -0.5995 -6.9268 1.7169 -0.6 0.0 -0.1
H -0.0227 -7.0523 4.3967 0.4 -0.2 0.4
```
Positions in Å, forces in eV/Å.

## Properties
E_tot ... -2122.82652 hartree
Multiplicity ... 1
M ... 610.82 g/mol
Relative energy (zero: lowest compared OMol25 entry of this formula, charge and spin) ... 419.4 kJ/mol
E_HOMO ... -9.85 eV